P | ORCA calculation (ωB97M-V/def2-TZVPD) on a molecular structure, C4H12N3S.

Geometry (Å):
S 0.89773 1.35596 0.01575
N 3.55068 0.25442 0.82726
N -1.27585 0.49274 -0.05293
N -0.30772 0.78627 1.00303
C 2.64927 0.31907 -0.24353
C -2.00901 -0.77014 0.23069
C -0.27299 0.39986 -1.09244
C -2.23301 1.62004 -0.17274
H -1.34578 -1.61924 0.19616
H -3.04860 1.52564 -0.91979
H -2.84415 -0.93562 -0.39141
H -2.44839 -0.82153 1.26057
H -1.66964 2.49054 -0.33440
H 3.82424 1.13145 1.01654
H 3.30352 -0.38960 1.58145
H -0.31155 0.95982 -2.05047
H -2.83164 1.74187 0.74980
H 2.46207 -0.52184 -0.83016
H 3.08793 1.00445 -1.02881
H 0.08498 -0.58080 -1.21597

charge	+1
gap between HOMO and LUMO	8.1	eV

Q | ORCA calculation (ωB97M-V/def2-TZVPD) on a gas-phase ion, C4H12N3S (charge +1).

Geometry (Å):
S -0.98736 2.47661 1.43774
N 1.71136 -0.05259 -1.61418
N -0.46088 -1.68002 -0.75839
N 1.03344 0.56732 0.58985
C -1.51557 0.75992 1.26180
C 1.05058 0.99340 -0.72628
C -0.61143 -1.54801 0.70392
C -0.56975 -0.13555 1.03296
H -1.97907 2.71702 2.24690
H -1.57241 -2.03877 1.00379
H 1.29908 0.10506 -2.48360
H 0.21418 -1.89003 1.24225
H 1.05900 -0.79139 -1.02265
H -0.43581 -2.68847 -0.87136
H -2.49934 0.54540 1.40560
H 0.08644 1.03782 -1.22025
H 1.34255 1.19961 1.23092
H 2.69931 -0.27624 -1.51183
H 1.50276 2.01017 -0.88954
H -1.36706 -1.31129 -1.05765

charge	+1
SMILES	NC/C(=C/S)NC[NH3+]
gap between HOMO and LUMO	9.7	eV

The most stable of them is Q.

P | ORCA calculation (ωB97M-V/def2-TZVPD) on C3H4FNO2 in the gas phase.

Geometry (Å):
F 3.05369 -0.44986 1.88089
O 1.89934 1.14195 0.81571
O 0.15579 -0.98910 0.10514
N 1.22480 -1.09086 0.89510
C -1.74138 0.00803 -0.99659
C 2.01244 -0.01826 1.15831
C -0.48579 0.07160 -0.20701
H -1.91862 -1.02941 -1.20862
H -0.17550 1.14500 -0.03708
H -1.69135 0.49491 -1.93234
H -2.33342 0.71600 -0.47351

gap between HOMO and LUMO (spin up / spin down)	8.5 / 8.5	eV

Q | ORCA calculation (ωB97M-V/def2-TZVPD) on a molecular structure, C3H4FNO2.

Geometry (Å):
F 0.18544 0.97216 1.81872
O -0.93402 0.80176 -0.11199
O 1.53926 0.76330 -0.44864
N 1.36036 -0.38221 -1.01197
C 0.36824 -1.14128 -0.87171
C -0.76177 -0.73500 0.10167
C 0.01939 1.36392 0.50169
H -1.72131 -1.10612 -0.09736
H -0.57078 -0.77390 1.09658
H 0.19510 2.41259 0.38581
H 0.32008 -2.17523 -1.36279

gap between HOMO and LUMO	9.7	eV

The most stable of them is P.